No. 1
Entry from the Open Molecules 2025 dataset: a cluster of 5 separate species, C25H39BrIN6O in total in a non-equilibrium geometry (ωB97M-V/def2-TZVPD).

```
73
Properties=species:S:1:pos:R:3:forces:R:3:lowdin_charge:R:1
C 3.15358 -1.18174 -4.12348 0.914 -0.138 -0.285 -0.1723
C 2.32396 -1.82432 -5.35208 1.614 1.222 -0.184 -0.7230
I 0.99323 -3.45466 -4.78473 0.463 0.677 -0.215 0.8047
C 1.62171 -0.64003 -6.18125 0.883 0.154 0.267 -0.1551
N 0.14037 -0.49014 -5.86373 1.783 0.679 1.590 -0.1869
C -0.16683 -0.03392 -4.58815 -2.417 0.517 0.929 0.0214
C -1.58685 0.22128 -4.10158 0.199 -1.736 -5.061 0.1269
C -2.58935 -0.08933 -5.22819 3.194 -0.450 1.014 -0.0831
C -4.16380 0.08682 -5.09019 0.553 0.427 0.531 -0.1168
C -4.93735 -1.24548 -4.65064 0.461 -3.664 -1.666 -0.6952
O -4.80458 -2.35888 -5.18257 -0.125 4.746 1.842 -0.0022
Br -6.25979 -1.13905 -3.14578 1.063 0.397 -1.051 0.6642
C -1.97199 -0.61284 -6.51444 -1.080 0.066 -0.184 0.0098
N -0.64166 -0.82593 -6.87126 -4.083 1.361 2.916 0.1426
H 4.24495 -1.07264 -4.48936 -1.692 -0.122 0.531 0.0964
H 2.82156 -0.11568 -3.85491 0.270 -1.783 -0.198 0.0677
H 3.20020 -1.84550 -3.19925 -0.307 1.030 -1.313 0.0457
H 3.11380 -2.28599 -6.05409 -1.569 0.557 1.080 0.0891
H 2.08590 0.37560 -5.89398 -0.565 -1.704 -0.455 0.1448
H 1.79818 -0.80751 -7.29207 -0.915 0.263 1.470 0.1406
H 0.68645 0.18292 -3.85362 -1.195 -0.548 -1.478 0.1376
H -1.87593 0.59616 -3.07441 0.673 -0.481 -1.416 0.1379
H -4.35833 0.90026 -4.29541 0.223 -1.284 -1.429 0.1269
H -4.56944 0.41120 -6.10834 0.365 -0.470 1.470 0.1440
H -2.72505 -0.85656 -7.35213 1.453 0.335 1.424 0.1493
C 4.75962 -2.01500 0.53910 0.047 -0.024 -0.029 -0.1080
C 3.52378 -2.64216 1.17672 0.434 0.260 0.126 -0.2756
C 2.47822 -3.07387 0.14788 -0.168 0.749 -0.177 -0.1693
C 2.01748 -1.87533 -0.63036 -1.137 2.211 -1.538 -0.1990
N 1.65828 -0.91777 -1.22676 1.130 -3.186 1.914 0.1340
H 4.51204 -1.09950 -0.00529 -0.011 -0.068 -0.003 0.0668
H 5.48878 -1.74779 1.30737 -0.037 -0.059 -0.086 0.0757
H 5.23834 -2.71084 -0.15702 0.014 0.077 0.043 0.0766
H 3.08062 -1.92565 1.87300 -0.046 -0.231 -0.076 0.0736
H 3.82998 -3.51256 1.76323 -0.208 0.031 -0.045 0.1157
H 1.61983 -3.52710 0.65026 -0.025 0.130 -0.142 0.1161
H 2.89561 -3.81297 -0.54185 -0.080 0.140 -0.072 0.1173
C 3.14694 -0.21627 6.59289 0.054 0.002 0.067 -0.1097
C 3.08401 0.52321 5.26057 0.258 -0.080 0.256 -0.2671
C 1.79537 0.24212 4.48360 0.279 -0.746 -0.018 -0.1964
C 1.69016 -1.22218 4.17499 -0.463 -2.312 -0.687 -0.2016
N 1.60740 -2.36980 3.91671 0.249 3.389 0.761 0.1484
H 3.14049 -1.30035 6.45293 -0.059 0.072 -0.015 0.0706
H 4.06747 0.03632 7.12425 -0.105 -0.003 -0.013 0.0748
H 2.30045 0.05357 7.23138 0.074 -0.042 -0.035 0.0794
H 3.95132 0.23879 4.65584 -0.109 0.082 -0.034 0.1087
H 3.16048 1.59827 5.44656 -0.089 -0.060 -0.141 0.1110
H 1.79197 0.80326 3.54584 -0.155 -0.164 0.021 0.1113
H 0.92144 0.54788 5.06412 0.017 -0.118 -0.140 0.0901
C -2.04126 -2.27274 4.19032 -0.025 -0.062 -0.007 -0.1140
C -3.22062 -1.50585 3.60088 0.040 -0.297 0.308 -0.2663
C -2.78895 -0.40100 2.63325 0.293 0.423 0.604 -0.1776
C -1.92938 0.59919 3.35010 1.465 1.788 0.915 -0.1777
N -1.25280 1.38411 3.91343 -2.075 -2.359 -1.696 0.1495
H -1.39447 -1.62294 4.78519 -0.013 -0.031 -0.095 0.0606
H -2.39699 -3.06734 4.85012 0.046 0.049 -0.082 0.0781
H -1.43692 -2.73051 3.40161 0.013 0.040 0.117 0.0693
H -3.80731 -1.07435 4.41802 -0.015 0.037 -0.171 0.1145
H -3.87281 -2.20725 3.07257 0.002 0.169 -0.050 0.1101
H -3.66692 0.10906 2.22864 0.172 0.114 0.031 0.1140
H -2.22537 -0.82171 1.79599 0.075 0.127 0.103 0.1164
C -2.81553 6.42830 1.14184 -0.066 0.071 0.002 -0.1131
C -2.80209 5.14975 1.97332 -0.219 0.303 -0.080 -0.2695
C -1.53599 4.31557 1.76359 -0.252 -0.211 -0.747 -0.1830
C -1.42958 3.90304 0.32308 0.465 -0.840 -2.364 -0.2116
N -1.34598 3.57743 -0.80796 -0.347 0.909 3.399 0.1052
H -2.80229 6.21248 0.07033 0.061 -0.011 0.073 0.0681
H -3.72150 7.00401 1.34521 0.107 -0.013 0.002 0.0746
H -1.95228 7.05798 1.37697 -0.078 -0.032 -0.041 0.0790
H -3.68485 4.55342 1.72100 0.121 -0.042 0.089 0.1102
H -2.88379 5.41305 3.03163 0.080 -0.156 -0.052 0.1118
H -1.56792 3.41971 2.38931 0.142 0.013 -0.165 0.0720
H -0.64768 4.89019 2.03930 -0.018 -0.087 -0.154 0.1211
```
Forces are in eV/Å.

The value obtained for the lowest unoccupied orbital energy is -4.7 eV. The net charge is +1. The value obtained for the orbital gap is 0.283 Ha. The value obtained for the total energy is -115678.0853 eV. Its highest occupied orbital energy is -12.4 eV.

---

No. 2
Entry from the Open Molecules 2025 dataset: a cluster of 8 separate species, C25H40B2NO25 in total in a non-equilibrium geometry (ωB97M-V/def2-TZVPD).

```
93
Properties=species:S:1:pos:R:3:forces:R:3:lowdin_charge:R:1
C -0.95839 8.67365 1.81324 0.139 0.612 -0.746 -0.1218
O -0.57834 7.58507 1.03013 -0.298 -0.917 -0.484 -0.0149
B -1.43645 6.47541 1.27818 -0.153 -1.444 0.556 -0.6601
O -2.72291 6.54747 0.71646 0.946 2.020 -0.331 0.1036
C -1.09798 5.20697 2.13014 1.033 0.834 0.138 -0.0256
C 0.18141 4.45482 1.66060 -1.174 0.552 -0.107 -0.2782
N -0.13688 3.01498 1.56854 1.315 -0.047 -0.790 -0.0043
B -1.08196 5.47571 3.65251 -0.940 -0.763 -1.184 -0.6441
O -2.24575 5.14420 4.39043 0.353 0.289 -0.672 0.1027
O -0.01309 6.05613 4.40355 -0.071 -0.440 -0.495 -0.0177
C -0.42515 7.22754 5.04458 0.044 -0.475 0.761 -0.1385
H -0.84951 9.56454 1.20517 -0.005 0.459 -0.122 0.0784
H -1.99953 8.62423 2.10163 -0.382 -0.009 0.352 0.0869
H -0.31333 8.79756 2.66882 0.186 -0.114 0.567 0.0709
H -3.16827 5.85495 1.16756 -0.650 -1.393 0.421 0.0515
H 1.05184 4.59555 2.30195 0.270 -0.092 0.164 0.0962
H 0.46472 4.74946 0.65319 0.252 0.369 -0.185 0.0715
H -1.13368 2.94599 1.56555 -0.689 0.059 0.036 0.0327
H 0.16960 2.56434 2.40072 -0.011 -0.352 0.751 0.0209
H -2.08356 5.26652 5.31466 0.011 0.201 1.006 0.0570
H 0.29936 8.01516 4.91830 0.333 0.369 -0.209 0.0771
H -0.51348 7.03648 6.11244 -0.042 0.131 0.451 0.0784
H -1.39877 7.55443 4.70851 -0.321 0.373 -0.238 0.0833
C 0.21947 5.03816 -2.61918 -0.400 0.297 0.317 -0.1118
C 0.19747 4.56787 -4.05037 -0.222 -0.123 -0.132 -0.1231
O 1.58922 4.39357 -4.33793 -0.124 0.023 -0.011 0.0532
C 2.23004 4.19773 -3.15868 -0.536 0.284 0.171 -0.5913
O 3.35836 3.86055 -3.06692 0.894 -0.354 0.006 0.1541
O 1.41944 4.44771 -2.11128 -0.011 -0.100 -0.341 0.0648
H -0.64566 4.71286 -2.04683 0.151 -0.084 0.176 0.1394
H 0.30519 6.12351 -2.54206 0.028 -0.018 0.034 0.1391
H -0.30759 3.60627 -4.16675 0.038 -0.007 0.026 0.1311
H -0.25627 5.28830 -4.72626 0.204 0.028 -0.097 0.1291
C -2.62160 -0.71087 1.64014 0.016 -0.177 -0.409 -0.1090
C -3.37091 -0.86117 2.93828 -0.256 -0.054 0.086 -0.1197
O -2.43781 -0.35377 3.89490 -0.166 -0.220 -0.049 0.0547
C -1.59374 0.48761 3.24108 -0.313 -0.176 -0.511 -0.5685
O -0.82076 1.19255 3.78096 0.638 0.255 0.611 0.1705
O -1.76859 0.40369 1.90224 -0.154 -0.074 0.344 0.0482
H -3.27556 -0.50611 0.79893 0.073 0.133 -0.096 0.1342
H -2.00371 -1.58011 1.40440 0.010 0.000 0.007 0.1274
H -4.27793 -0.25368 2.97245 0.038 0.026 -0.010 0.1341
H -3.62906 -1.89442 3.15755 0.093 -0.026 0.142 0.1132
C 1.93879 0.50654 0.81347 0.034 0.602 0.329 -0.1093
C 2.59919 0.28990 -0.51834 0.073 0.139 -0.150 -0.1107
O 2.46505 -1.12993 -0.70117 0.089 0.002 -0.037 0.0375
C 1.41497 -1.54292 0.04898 0.034 0.682 0.238 -0.5830
O 0.94428 -2.62857 -0.01089 -0.280 -0.831 -0.084 0.1472
O 0.97892 -0.56359 0.86515 0.313 -0.175 -0.303 0.0650
H 1.44941 1.47983 0.88197 -0.371 -0.116 0.082 0.1009
H 2.63061 0.39288 1.65282 -0.010 -0.112 -0.056 0.1354
H 2.08179 0.80322 -1.33074 -0.029 -0.047 0.021 0.1365
H 3.64569 0.58579 -0.52474 0.045 -0.175 -0.047 0.1255
C -2.17063 -5.43936 -2.21031 0.080 -0.196 -0.142 -0.1042
C -1.66781 -5.19007 -0.81139 0.290 -0.201 0.237 -0.1020
O -2.19289 -3.88499 -0.52647 0.008 -0.170 -0.043 0.0538
C -3.27158 -3.69441 -1.31799 0.458 -0.475 0.005 -0.5911
O -4.02535 -2.79387 -1.21447 -0.703 0.913 0.192 0.1624
O -3.37524 -4.66442 -2.24700 0.104 -0.185 -0.059 0.0698
H -2.37796 -6.48752 -2.40780 -0.176 0.044 -0.046 0.1390
H -1.48701 -5.06603 -2.97014 -0.035 0.030 -0.009 0.1103
H -2.06841 -5.89784 -0.08382 -0.092 0.011 -0.057 0.1130
H -0.58243 -5.19656 -0.74779 -0.002 0.297 0.062 0.1311
C -3.47596 -5.02363 4.41424 -0.152 0.127 0.165 -0.1169
C -2.00664 -5.30075 4.21374 0.262 0.143 0.104 -0.1113
O -2.02642 -6.40110 3.29650 0.031 0.141 0.185 0.0641
C -3.19928 -6.36221 2.62589 0.124 0.339 0.450 -0.5883
O -3.45007 -7.03025 1.68817 -0.219 -0.534 -0.807 0.1668
O -4.04246 -5.45740 3.17179 0.084 0.088 0.207 0.0663
H -3.68737 -3.97306 4.59149 -0.114 0.028 -0.167 0.1222
H -3.90847 -5.61398 5.22500 0.019 -0.035 -0.047 0.1326
H -1.48002 -4.46292 3.75157 -0.050 -0.028 -0.037 0.1355
H -1.49797 -5.57296 5.13469 0.047 -0.190 -0.085 0.1319
C 1.11070 -4.92725 -4.49506 0.023 0.164 0.234 -0.1116
C 1.74802 -5.14750 -5.84107 0.224 0.186 -0.249 -0.1130
O 1.66499 -6.57328 -5.99117 0.030 0.253 -0.007 0.0683
C 0.65545 -7.01612 -5.21632 0.229 0.482 -0.026 -0.5931
O 0.22727 -8.11361 -5.24076 -0.414 -0.979 0.008 0.1685
O 0.19676 -6.03730 -4.40335 0.179 0.320 -0.016 0.0353
H 0.58478 -3.97834 -4.42594 -0.191 -0.119 0.045 0.1353
H 1.82858 -4.99345 -3.67589 0.008 -0.031 -0.047 0.1332
H 1.19079 -4.67181 -6.65192 -0.065 -0.087 0.039 0.1348
H 2.77868 -4.81299 -5.87385 0.064 -0.178 0.000 0.1060
C 6.70006 -2.30788 -2.62737 0.325 0.092 0.108 -0.1200
C 5.51027 -1.45540 -2.26926 -0.139 0.272 0.245 -0.1163
O 4.59611 -1.73375 -3.34326 0.302 -0.154 0.062 0.0754
C 4.92432 -2.94297 -3.84968 0.207 0.352 0.500 -0.5682
O 4.27278 -3.55928 -4.61893 -0.593 -0.346 -0.610 0.1617
O 6.10040 -3.37995 -3.35326 0.134 0.004 0.065 0.0689
H 7.23100 -2.68078 -1.75553 -0.048 -0.190 -0.048 0.1328
H 7.40696 -1.79013 -3.27925 -0.047 -0.006 -0.028 0.1333
H 5.04587 -1.75316 -1.32707 -0.057 -0.052 -0.079 0.1269
H 5.75152 -0.39629 -2.22499 -0.182 0.045 -0.204 0.1357
```
Forces are in eV/Å.

The value obtained for the lowest unoccupied orbital energy is 1.8 eV. The net charge is -1. The value obtained for the orbital gap is 0.147 Ha. The value obtained for the total energy is -80608.3401 eV. Its highest occupied orbital energy is -2.2 eV.

---

No. 3
Entry from the Open Molecules 2025 dataset: a structure of composition C25H40InN3O5P2 in a non-equilibrium geometry (ωB97M-V/def2-TZVPD).

```
76
Properties=species:S:1:pos:R:3:forces:R:3:lowdin_charge:R:1
C 0.86791 -3.65937 -2.13115 0.103 0.217 -0.067 -0.0087
C 1.15253 -2.36316 -1.69004 -0.603 -0.055 0.151 -0.2782
N 0.17613 -1.44298 -1.71440 -0.271 -0.133 0.324 0.0301
C -1.06871 -1.69836 -2.13380 0.298 -0.387 -0.054 -0.2985
C -1.37859 -2.96268 -2.63670 -0.045 0.302 0.012 -0.0207
C -0.39883 -3.95922 -2.63912 0.078 0.355 0.086 -0.0324
C 2.54156 -2.00080 -1.14915 0.352 -0.368 0.426 -0.2473
P 2.53964 -0.67688 0.13124 -1.320 0.415 -0.359 0.8455
In 0.55884 0.63115 -0.72197 1.296 1.789 -0.068 0.4127
P -1.52399 1.10473 -2.03317 0.370 -0.255 0.799 0.8288
C -2.16345 -0.61931 -1.98075 -0.319 -0.102 -0.478 -0.2486
C 1.34219 2.62463 -0.22256 -0.934 -1.732 0.060 -0.3202
C 1.48962 2.87239 1.12391 0.687 1.410 0.442 -0.1866
C 1.81139 4.16015 1.55742 0.136 -0.434 -0.215 -0.0924
C 2.01769 5.15883 0.59622 0.003 0.191 -0.043 -0.1045
C 1.84790 4.89034 -0.77607 -0.005 -0.199 0.154 -0.0947
C 1.48048 3.59288 -1.18900 0.303 1.168 0.596 -0.1702
O 4.39381 -0.82814 -3.06728 0.494 0.539 -0.365 -0.0968
O 3.75957 1.73844 -2.73388 -0.131 0.446 0.072 -0.1386
H 1.67174 -4.38728 -2.06148 -0.275 -0.084 -0.164 0.1163
H -2.39558 -3.10640 -2.99304 0.227 -0.327 -0.014 0.1148
H -0.62340 -4.95205 -3.03665 0.085 0.316 0.223 0.1136
C 2.16454 -1.32662 1.77383 0.593 -0.726 0.355 -0.2524
C 4.13106 0.15466 0.19150 0.633 -0.283 -0.009 -0.2198
H -2.91462 -0.70514 -2.78414 0.127 -0.434 0.354 0.0953
H -2.67098 -0.76676 -1.00127 0.287 0.135 -0.548 0.0851
H 3.23439 -1.66955 -1.98668 -0.747 -0.316 0.990 0.0728
H 2.96199 -2.87082 -0.61249 -0.077 -0.057 -0.705 0.0960
C -2.69262 2.20869 -1.22587 -0.795 0.092 -0.117 -0.2337
C -1.35616 1.63712 -3.74437 -0.403 -0.004 -0.366 -0.2394
H 1.31476 2.10330 1.87684 0.073 0.025 -0.157 0.0831
H 1.88681 4.32502 2.63569 0.103 0.354 -0.379 0.0999
H 2.30586 6.16119 0.93801 -0.163 -0.372 -0.290 0.0946
H 1.99328 5.67753 -1.52103 -0.035 -0.113 0.319 0.0927
H 1.27398 3.34546 -2.23643 0.215 0.187 0.201 0.0768
H 2.79564 1.47880 -2.66666 0.242 0.028 0.170 -0.0457
H 3.85077 2.51999 -2.16458 -0.105 -0.313 -0.250 0.0532
H 4.41238 0.16380 -3.01744 -0.184 -0.579 0.013 0.0143
H 4.23988 -1.03387 -3.99380 0.053 0.052 -0.035 0.0529
H 1.45297 0.87466 -2.30432 0.301 -0.193 -0.980 -0.0287
H 2.96818 -1.99450 2.11704 -0.230 0.088 0.167 0.0536
H 2.06304 -0.48819 2.48094 0.111 -0.188 -0.324 0.0549
H 1.20810 -1.86996 1.74651 0.406 0.181 -0.140 0.0222
H 4.90389 -0.57364 0.47383 0.002 0.286 -0.049 0.0585
H 4.37425 0.58909 -0.78564 -0.170 -0.189 0.244 0.0267
H 4.09926 0.96783 0.92731 -0.134 -0.238 -0.106 0.0578
H -2.35323 1.68326 -4.20699 0.326 0.048 -0.110 0.0513
H -0.89207 2.63410 -3.75555 -0.150 -0.310 0.036 0.0541
H -0.70422 0.94811 -4.29567 -0.151 0.155 0.186 0.0527
H -3.64423 2.26748 -1.76979 0.146 0.174 0.080 0.0538
H -2.89748 1.89055 -0.19938 0.111 -0.080 -0.288 0.0330
H -2.21965 3.19489 -1.13773 -0.122 -0.204 -0.134 0.0641
C -0.63290 -1.74337 4.35304 0.097 -0.096 0.285 -0.0658
C -1.84775 -2.17427 3.55669 -0.855 0.056 -0.431 -0.1748
C -2.37057 -1.08649 2.57426 0.116 -0.025 0.501 -0.2781
C -3.71364 -1.49652 1.88183 0.167 0.573 0.458 -0.1608
C -3.73983 -2.81327 1.12788 -0.008 -0.105 -0.136 -0.0849
C -2.68043 0.19203 3.37707 -0.399 0.065 0.813 -0.4036
O -3.37744 0.24253 4.38769 0.629 -0.490 -1.181 0.0786
N -2.12428 1.33904 2.87886 -0.233 0.195 0.305 0.2098
C -1.35047 1.47510 1.73155 0.051 2.018 -0.830 -0.5218
O -1.14255 2.64388 1.34982 -0.514 -2.197 0.511 0.0225
N -0.89856 0.35214 1.09112 -0.283 0.397 0.363 0.1166
C -1.29102 -0.87333 1.51211 0.388 -0.745 -0.292 -0.4485
O -0.78144 -1.88373 1.00949 -0.422 0.415 0.113 0.0097
H 0.25919 -1.56713 3.74031 -0.292 0.013 0.012 0.0565
H -0.38683 -2.54320 5.05372 0.112 0.090 0.058 0.0803
H -0.84915 -0.84731 4.94148 0.093 -0.041 -0.039 0.0827
H -1.62666 -3.07750 2.97287 -0.071 0.286 0.151 0.1135
H -2.69378 -2.39615 4.22718 0.342 0.006 -0.065 0.1287
H -4.47363 -1.49978 2.68298 0.247 0.005 -0.312 0.1269
H -3.96778 -0.66353 1.20480 -0.132 -0.218 0.088 0.1181
H -3.50150 -3.66299 1.77322 -0.002 0.119 -0.063 0.0791
H -4.75278 -2.96333 0.74458 0.070 -0.061 -0.004 0.0777
H -3.04818 -2.82857 0.28008 -0.020 0.004 0.162 0.0592
H -2.39627 2.23237 3.29715 0.126 -0.545 -0.116 0.1754
```
Forces are in eV/Å.

The value obtained for the lowest unoccupied orbital energy is 0.3 eV. The net charge is 0. The value obtained for the orbital gap is 0.272 Ha. The calculation puts the relative energy (zero: lowest compared OMol25 entry of this formula, charge and spin) at 0.000 eV. The value obtained for the total energy is -65034.3877 eV. Its highest occupied orbital energy is -7.1 eV.

---

Look up the highest occupied orbital energy of the first one. -12.4 eV